Here is an isolated ion of composition H3O4PSi and charge -2 from the Open Molecules 2025 dataset. Energies are from ωB97M-V with the def2-TZVPD basis set.

The geometry in XYZ format:
```
9
Properties=species:S:1:pos:R:3:nbo_charge:R:1
O -1.5597 0.6206 -1.2663 -1.220
P -0.9168 0.5719 0.0715 1.917
O -1.3501 1.5770 1.0769 -1.205
O -1.3788 -0.8904 0.7956 -1.043
Si 1.1985 0.0423 -0.1337 1.019
O 2.3921 0.7689 0.9264 -1.317
H -0.8089 -1.4195 0.1848 0.460
H 0.9019 -1.4623 -0.0735 -0.324
H 1.5218 0.1914 -1.5817 -0.287
```

Properties
HOMO-LUMO gap ... 7.1 eV
Calculated total energy ... -25406.518 eV
HOMO ... 0.05 eV
SMILES ... O=[P@@]([O-])(O)[SiH2][O-]
E_LUMO ... 7.17 eV
ΔE to the lowest compared entry with this formula, charge and spin ... 19.3 kcal/mol
Net charge ... -2



Here is C4H12AsBe2F6O6Ti2 as an isolated structure from the Open Molecules 2025 dataset. Energies are from ωB97M-V with the def2-TZVPD basis set.

The geometry in XYZ format:
```
33
Properties=species:S:1:pos:R:3:nbo_charge:R:1
Ti 2.0936 -1.1726 2.0360 1.601
Ti -0.2499 -2.5275 -0.5028 1.738
Be 2.2880 2.0253 0.3620 1.111
Be 4.4430 -1.1593 -1.5136 0.979
C 1.6448 -0.7779 -0.8115 0.863
O 1.9747 -1.9020 -1.0874 -0.830
O 0.9122 -0.4969 0.1095 -0.879
O 2.3065 0.1471 -1.3889 -0.823
As -0.4662 1.3060 3.3586 2.768
F -1.1601 2.9683 3.3952 -0.568
F -1.4838 0.8332 4.7569 -0.555
F 0.2749 -0.3816 3.3538 -0.723
F 0.4380 1.7451 1.9022 -0.673
F 0.7572 1.8231 4.5114 -0.562
F -1.7282 0.8587 2.1715 -0.597
C -0.8276 2.7298 -1.1519 -0.261
O 0.3918 3.3780 -1.1348 -0.768
H -1.5803 3.3769 -0.7015 0.218
H -1.0496 2.3681 -2.1560 0.182
H -0.8688 1.8062 -0.5746 0.158
H 0.3294 4.0804 -1.7862 0.520
C 0.5246 -0.8927 -4.6175 -0.243
O 0.9771 -2.1106 -4.0854 -0.702
H 1.2783 -0.1081 -4.5513 0.169
H 0.2696 -0.9991 -5.6719 0.237
H -0.3134 -0.6178 -3.9769 0.137
H 1.1614 -2.0591 -3.1446 0.422
C -2.4403 -2.4868 2.1871 -0.253
O -1.1815 -2.1552 1.5739 -0.832
H -2.5306 -1.9395 3.1254 0.248
H -3.1846 -2.2475 1.4276 0.218
H -2.4600 -3.5619 2.3658 0.208
H -0.5404 -1.8499 2.2200 0.494
```

Properties
HOMO-LUMO gap (spin up / spin down) ... 5.2 / 4.8 eV
Calculated total energy ... -140767.029 eV
HOMO (spin up / spin down) ... -18.55 / -18.55 eV
Spin multiplicity ... 7
E_LUMO (spin up / spin down) ... -13.37 / -13.78 eV
Net charge ... +3



Here is a 3-piece molecular cluster, C2H10N2O2 overall from the Open Molecules 2025 dataset. Energies are from ωB97M-V with the def2-TZVPD basis set.

The geometry in XYZ format:
```
16
Properties=species:S:1:pos:R:3:nbo_charge:R:1
C 0.2369 -1.4601 -0.1735 -0.294
C -0.8282 -0.9112 0.4984 -0.099
N -0.8309 -0.5402 1.8604 -0.859
N 0.2721 -1.4424 -1.6103 -1.152
H 1.1170 -1.8303 0.3519 0.183
H -1.7329 -0.5849 -0.0690 0.179
H 0.0625 -0.8907 2.3234 0.347
H -0.9215 0.4636 1.9723 0.402
H 0.8657 -2.1898 -1.9554 0.314
H -0.6508 -1.6277 -1.9924 0.332
H 0.7289 2.8584 1.6958 0.455
H 0.2443 2.0109 0.4357 0.520
O -0.0190 2.2655 1.3825 -1.027
H 0.5723 0.5037 -1.4352 0.487
H 0.2315 1.8768 -2.0318 0.403
O 0.6521 1.4982 -1.2530 -1.190
```

Properties
HOMO-LUMO gap (spin up / spin down) ... 2.8 / 7.7 eV
Calculated total energy ... -9309.615 eV
HOMO (spin up / spin down) ... 1.11 / -3.94 eV
Spin multiplicity ... 2
E_LUMO (spin up / spin down) ... 3.88 / 3.79 eV
ΔE to the lowest compared entry with this formula, charge and spin ... 12.8 kcal/mol
Net charge ... -1